ORCA calculation (ωB97M-V/def2-TZVPD) on C5H11NO in the gas phase at a distorted geometry.

Values from the calculation:
- HOMO-LUMO gap (eV) = 9.818
- strongest force on any atom (eV/Å) = 4.121
- HOMO (eV) = -8.9518
- total energy (eV) = -8899.156
- SMILES string = CCCC(=O)NC
- net charge = 0
- energy relative to the best compared isomer or geometry (same formula, charge and spin) (eV) = 2.541

Atoms and positions in Å:
O1 -0.508 1.753 1.830
N1 -1.620 0.147 0.726
C1 -2.857 0.971 0.387
C2 2.240 -1.445 -1.143
C3 0.944 0.301 0.476
C4 1.176 -0.339 -0.938
C5 -0.372 0.851 1.029
H1 -3.681 0.977 1.065
H2 1.770 0.971 0.476
H3 0.164 -0.846 -1.135
H4 1.467 0.516 -1.636
H5 3.224 -1.492 -0.628
H6 -3.214 0.718 -0.643
H7 1.115 -0.482 1.359
H8 1.851 -2.437 -0.797
H9 -1.742 -0.606 1.364
H10 -2.367 2.056 0.420
H11 2.409 -1.615 -2.212

Mulliken atomic charge list, values in e, 6 entries: -0.536 -0.201 -0.654 -1.164 -0.681 -0.174

=====

ORCA calculation (ωB97M-V/def2-TZVPD) on a molecular structure, C33H91BaF3N5O20S at a distorted geometry.

Values from the calculation:
- HOMO-LUMO gap (eV) = 5.516
- strongest force on any atom (eV/Å) = 2.823
- HOMO (eV) = -10.0153
- total energy (eV) = -103763.551
- net charge = +1
- energy relative to the best compared isomer or geometry (same formula, charge and spin) (eV) = 9.638

Atoms and positions in Å:
Ba1 1.568 0.173 5.464
S1 0.176 -0.366 0.214
F1 1.277 0.501 -2.059
F2 2.398 1.093 -0.315
F3 2.439 -0.964 -0.958
O1 1.588 3.705 6.824
O2 5.437 3.927 2.794
O3 0.093 -5.544 0.042
O4 -0.236 -1.701 -0.158
O5 3.044 -4.504 -6.791
O6 3.664 -2.654 3.774
O7 -1.752 -4.411 -2.258
O8 -1.974 0.954 5.408
O9 -0.022 7.399 0.147
O10 1.322 -3.536 5.576
O11 7.455 -2.994 1.866
O12 -6.132 -1.267 -2.865
O13 0.636 -0.329 1.600
O14 6.573 -5.191 -0.068
O15 1.784 3.549 3.915
O16 -0.848 0.640 -0.093
O17 0.513 5.869 -5.650
O18 -1.102 0.264 7.998
O19 5.327 1.625 4.452
O20 -4.871 -5.598 3.275
N1 5.363 -4.328 -9.674
N2 -1.170 4.443 -7.457
N3 -5.225 0.368 0.282
N4 -7.435 -4.546 3.721
N5 -0.420 10.945 -1.069
C1 -5.871 -1.042 -4.290
C2 -5.887 -0.610 -0.579
C3 -3.960 -4.666 3.727
C4 -6.785 -5.209 4.795
C5 3.208 -3.947 4.199
C6 -7.809 -5.881 5.800
C7 -2.735 0.036 6.200
C8 -0.029 6.076 -0.397
C9 1.175 4.627 4.655
C10 1.824 6.122 -5.087
C11 -7.410 -0.470 -0.320
C12 0.280 4.470 -5.481
C13 -5.464 -0.330 -2.046
C14 4.597 -3.851 -8.557
C15 6.472 2.925 2.734
C16 -0.761 -6.221 -0.851
C17 1.940 4.777 6.030
C18 5.826 1.577 3.116
C19 -1.836 10.071 0.622
C20 3.527 -3.835 -5.621
C21 -0.258 8.478 -0.767
C22 3.458 -3.050 -9.169
C23 -5.714 -6.139 4.235
C24 -0.921 -5.556 -2.268
C25 -1.148 4.152 -6.028
C26 4.061 -4.973 -7.673
C27 1.677 0.138 -0.853
C28 7.250 -2.858 0.417
C29 6.188 -3.843 -0.222
C30 1.691 -4.086 4.361
C31 -1.349 2.712 -5.813
C32 -2.502 0.413 7.684
C33 -0.469 9.875 -0.072
H1 -5.061 -6.531 5.015
H2 -4.802 -1.097 -4.499
H3 -7.650 -0.435 0.743
H4 -0.705 5.333 -7.572
H5 3.583 -4.753 3.568
H6 -8.480 -5.143 6.240
H7 4.599 -2.699 3.557
H8 -8.452 -6.717 5.525
H9 6.224 -4.594 -9.218
H10 -5.681 0.684 -2.382
H11 -3.801 0.006 5.976
H12 5.252 -3.137 -8.058
H13 6.579 0.797 3.000
H14 -0.038 -4.594 -0.005
H15 -1.885 4.816 -5.576
H16 -0.523 3.810 -7.905
H17 -2.341 2.343 -6.077
H18 -6.206 -4.495 5.380
H19 0.852 5.935 -1.022
H20 5.811 -5.774 -0.036
H21 3.056 -2.426 -8.370
H22 6.961 -1.812 0.317
H23 0.860 -4.179 6.119
H24 1.293 5.613 4.204
H25 4.794 -5.546 -7.105
H26 0.430 4.064 -4.480
H27 3.969 -2.951 -6.081
H28 1.930 5.895 -4.026
H29 -4.290 0.476 -0.084
H30 -0.910 5.911 -1.017
H31 6.010 -3.536 -1.252
H32 -2.865 1.426 7.857
H33 6.772 2.741 1.702
H34 -6.265 -6.939 3.741
H35 0.878 3.996 7.401
H36 -1.136 2.348 -4.808
H37 -7.646 -3.666 4.170
H38 3.793 -2.277 -9.860
H39 -1.510 -6.188 -2.933
H40 -4.381 -0.448 -2.079
H41 -2.678 10.124 -0.067
H42 0.135 4.443 4.926
H43 2.647 -3.616 -9.628
H44 -4.385 -3.732 4.095
H45 7.405 3.128 3.261
H46 -3.363 -4.469 2.836
H47 -6.234 -0.059 -4.591
H48 1.631 5.695 6.530
H49 5.798 4.781 2.547
H50 -6.463 -1.774 -4.839
H51 3.514 -5.705 -8.267
H52 3.732 -4.193 5.123
H53 2.587 3.882 3.507
H54 4.978 -5.234 -9.898
H55 0.570 11.055 -1.238
H56 -0.819 10.569 -1.917
H57 5.019 1.229 2.472
H58 8.002 -3.744 2.112
H59 -2.503 1.725 5.192
H60 1.021 3.962 -6.098
H61 -2.199 -0.843 5.845
H62 4.271 -4.362 -5.023
H63 2.557 5.502 -5.605
H64 -1.974 9.208 1.274
H65 -7.828 0.400 -0.827
H66 -1.734 -6.324 -0.370
H67 2.121 7.157 -5.255
H68 2.666 -3.496 -5.045
H69 1.501 -5.158 4.422
H70 -0.406 -7.248 -0.942
H71 5.232 -3.770 0.296
H72 -1.379 -3.830 -1.591
H73 0.612 8.505 -1.422
H74 3.014 4.871 5.869
H75 -3.305 -5.088 4.489
H76 -5.084 -0.022 1.202
H77 -1.903 10.963 1.245
H78 1.230 -3.657 3.472
H79 -3.095 -0.239 8.326
H80 -7.907 -1.336 -0.755
H81 -5.528 -1.595 -0.280
H82 0.298 10.018 0.690
H83 -7.269 -6.212 6.687
H84 -1.208 8.229 -1.240
H85 -0.057 5.179 0.221
H86 8.222 -2.965 -0.066
H87 -6.638 -4.320 3.142
H88 -0.903 0.514 8.904
H89 -0.002 -5.299 -2.795
H90 6.105 1.473 4.993
H91 -0.751 2.020 -6.407

Mulliken atomic charge list, values in e, 6 entries: 1.682 0.970 -0.198 -0.212 -0.232 -0.468

=====

ORCA calculation (ωB97M-V/def2-TZVPD) on 3 unconnected molecules or ions with the total composition C46H46O9 at a distorted geometry.

Values from the calculation:
- HOMO-LUMO gap (eV) = 8.376
- strongest force on any atom (eV/Å) = 6.100
- HOMO (eV) = -9.3838
- total energy (eV) = -66875.218
- SMILES string = CCCOCC1=C(CCCCCCCCCOC)C(=O)OC1=O.O=C1c2ccccc2C(=O)c2ccccc21.O=C1c2ccccc2C(=O)c2ccccc21
- net charge = 0
- energy relative to the best compared isomer or geometry (same formula, charge and spin) (eV) = 1.064

Atoms and positions in Å:
O1 -1.118 2.705 5.841
O2 -0.199 -6.086 -3.097
O3 3.499 -0.499 4.174
O4 -2.332 6.503 -7.620
O5 1.356 3.113 3.770
O6 0.696 4.282 -3.818
O7 3.378 1.596 0.688
O8 2.876 1.653 4.446
O9 0.024 -7.827 1.951
C1 0.445 -1.875 2.837
C2 -2.916 1.761 3.011
C3 -0.192 -1.972 5.356
C4 1.394 0.079 5.193
C5 -0.729 2.710 -8.335
C6 1.125 -1.269 5.812
C7 -0.934 -8.077 -0.183
C8 1.570 2.150 4.370
C9 -1.910 -8.180 -2.386
C10 -0.634 -1.659 3.917
C11 0.337 2.830 -6.181
C12 3.581 2.961 0.965
C13 -1.303 6.753 -5.519
C14 2.762 0.290 4.539
C15 0.031 4.798 -4.694
C16 -1.785 8.045 -5.352
C17 0.091 2.148 -7.361
C18 0.893 -6.362 0.327
C19 -1.036 4.654 -6.957
C20 2.624 -4.372 -0.534
C21 2.658 -4.796 0.786
C22 0.357 0.461 -0.310
C23 -0.093 -1.197 1.526
C24 1.719 -4.927 -1.424
C25 -1.619 6.010 -6.769
C26 -1.012 -7.605 -1.495
C27 -1.736 -9.140 0.219
C28 -2.711 -9.234 -1.978
C29 -0.005 -7.452 0.796
C30 -2.617 -9.720 -0.678
C31 -0.534 6.162 -4.514
C32 -1.627 3.285 4.650
C33 1.275 1.686 -0.615
C34 -0.766 8.143 -3.175
C35 -0.129 -6.501 -1.958
C36 -1.512 8.741 -4.186
C37 -0.277 6.857 -3.338
C38 1.792 -5.789 1.218
C39 0.668 1.179 5.117
C40 -0.729 1.368 5.672
C41 1.022 -0.598 0.612
C42 -0.229 4.082 -5.972
C43 -3.028 2.765 4.213
C44 0.847 -5.921 -0.997
C45 -1.291 3.960 -8.134
C46 2.786 1.380 -0.591
H1 -0.733 -1.923 1.003
H2 -2.370 8.509 -6.136
H3 -1.473 0.785 5.108
H4 1.402 -1.389 -0.047
H5 4.324 3.424 0.291
H6 3.307 -3.601 -0.870
H7 -0.756 -0.355 1.780
H8 -0.925 2.172 -9.255
H9 -1.925 4.398 -8.894
H10 2.659 3.560 0.957
H11 -0.992 -1.600 6.019
H12 -3.407 -9.683 -2.675
H13 -0.573 0.860 0.118
H14 -1.941 1.831 2.513
H15 -1.455 -2.356 3.677
H16 0.537 1.175 -7.525
H17 1.968 -1.958 5.691
H18 3.361 -4.352 1.480
H19 -1.052 -0.656 3.797
H20 3.268 2.093 -1.286
H21 4.001 3.015 1.977
H22 1.052 -1.102 6.900
H23 0.063 0.029 -1.278
H24 -1.981 -7.806 -3.399
H25 -3.563 2.299 5.045
H26 1.039 2.065 -1.622
H27 1.411 -1.404 3.047
H28 -0.722 0.918 6.678
H29 -3.013 0.731 3.390
H30 0.999 2.501 0.066
H31 -0.136 -3.048 5.557
H32 -1.883 9.751 -4.061
H33 -3.235 -10.552 -0.364
H34 -0.561 8.685 -2.260
H35 -1.733 4.357 4.861
H36 0.972 2.390 -5.424
H37 1.693 -4.588 -2.452
H38 0.570 -2.944 2.620
H39 -3.728 1.896 2.289
H40 -1.667 -9.515 1.232
H41 0.308 6.396 -2.554
H42 -0.949 3.215 3.787
H43 -3.560 3.631 3.801
H44 1.778 -0.155 1.268
H45 3.003 0.363 -0.933
H46 1.820 -6.121 2.248

Mulliken atomic charge list, values in e, 6 entries: -0.476 -0.665 -0.469 -0.670 -0.478 -0.682